[1]
70
Properties=species:S:1:pos:R:3 method="wB97M-V/def2-TZVPD" e_tot_ha=-2209.2864 e_lumo_ev="-14.12 / -14.11" homo_lumo_gap_ev="4.2 / 4.2" total_charge=+4 multiplicity=1
W 0.0206 0.0040 -0.0028
C 1.9069 -0.3367 3.9268
C 0.6678 -0.0422 3.1472
C -0.5136 -0.7531 3.3590
C -1.6047 -0.5138 2.5606
C -1.6202 0.5641 1.6325
C -0.5445 1.4665 1.6145
C 0.6644 1.0144 2.1787
H 2.6289 -0.8778 3.2993
H 1.7026 -0.9534 4.7994
H 2.4020 0.5846 4.2415
H -0.5586 -1.4992 4.1431
H -2.5011 -1.1194 2.6626
H -2.5654 0.8441 1.1994
H -0.6586 2.4819 1.2855
H 1.5184 1.6706 2.1782
C -1.1411 1.6810 -3.6448
Sb -1.4928 1.7951 -1.5754
C -3.5879 1.5706 -1.3549
C -1.3075 3.8868 -1.0964
C -0.3177 4.5848 -1.9616
C -0.7544 5.2205 -3.1324
C 0.1336 5.9071 -3.9215
C 1.5247 5.9816 -3.5474
C 1.9696 5.3608 -2.3880
C 1.0852 4.6594 -1.5831
C 1.6005 4.0272 -0.3361
Sb 1.9983 1.9375 -0.6301
C 3.8012 1.6433 0.4510
C 2.6159 1.8971 -2.6425
H -1.4924 2.6192 -4.0672
H -1.7064 0.8592 -4.0676
H -0.0864 1.5623 -3.8649
H -4.0390 2.1472 -2.1653
H -3.8983 1.9976 -0.4033
H -3.9252 0.5405 -1.4280
H -1.0872 3.9794 -0.0381
H -2.3240 4.2546 -1.2469
H -1.8070 5.2092 -3.3955
H -0.2204 6.4113 -4.8141
H 2.2270 6.5402 -4.1587
H 3.0113 5.4542 -2.0999
H 0.9910 4.1800 0.5569
H 2.5968 4.4071 -0.1035
H 4.2598 2.6263 0.5806
H 4.4710 1.0142 -0.1311
H 3.6409 1.1905 1.4238
H 3.6289 2.3000 -2.6706
H 1.9704 2.5430 -3.2289
H 2.6194 0.8919 -3.0494
I 1.0737 -2.6389 0.9390
C -0.7078 -3.5747 0.2517
I -1.9121 -2.0798 -0.6811
H -1.2529 -3.9748 1.0982
H -0.4648 -4.3455 -0.4685
C 2.8351 -2.8497 -3.8758
N 2.4350 -2.0382 -2.6801
C 3.5067 -1.8654 -1.6857
C 1.2649 -1.4539 -2.6367
C 0.3255 -1.5763 -3.7942
O 0.9155 -0.6969 -1.6500
H 3.6677 -3.4825 -3.5906
H 3.1489 -2.1888 -4.6813
H 2.0187 -3.4796 -4.2104
H 4.3912 -1.4904 -2.2014
H 3.7495 -2.8311 -1.2487
H 3.2101 -1.1740 -0.9161
H 0.7870 -1.1415 -4.6862
H -0.5989 -1.0552 -3.5896
H 0.1086 -2.6210 -4.0276

***

[2]
11
Properties=species:S:1:pos:R:3 method="wB97M-V/def2-TZVPD" e_tot_ha=-268.3628 e_lumo_ev=0.83 homo_lumo_gap_ev=10.7 total_charge=0 multiplicity=1 smiles="O=CCCO"
C -1.0404 0.1536 0.1561
C 0.3663 0.5623 -0.3186
C 1.4328 -0.2069 0.4037
H -1.2397 -1.4357 -0.9286
H -1.1615 0.3875 1.2195
H -1.7987 0.7582 -0.3850
H 0.4955 0.3664 -1.3837
H 0.5196 1.6394 -0.1294
H 1.3742 -0.1947 1.5177
O -1.2601 -1.2270 0.0248
O 2.3120 -0.8031 -0.1765

***

How do the records compare in energy above the lowest of the compared OMol25 structures with the same formula, charge and spin? In the order shown, they have 0.810; 1.154 eV.